42
Properties=species:S:1:pos:R:3:forces:R:3 method="wB97M-V/def2-TZVPD" energy_ev=-20023.478 gap_ev=10.5 homo_ev=-10.103 e_above_lowest_kj_mol=105.0
H -28.0179 17.2456 18.0282 -0.2 0.0 -0.3
H -23.2953 8.9899 16.7972 -0.2 0.0 0.0
H -28.9949 14.5741 18.0447 0.0 0.0 -0.1
H -22.0071 9.3329 17.5147 0.2 0.1 0.3
H -26.9612 14.2019 20.7595 0.0 0.1 0.1
C -19.9486 16.5166 23.8857 0.4 0.2 1.9
C -15.9096 9.9059 23.0870 0.1 1.1 0.4
C -21.1787 17.3957 25.9616 0.6 -0.8 -0.1
H -20.6180 10.6886 21.1210 0.2 -0.2 0.2
H -15.9782 10.9230 23.4730 -0.1 0.2 -0.1
H -25.7319 14.6062 19.5786 0.0 -0.1 -0.2
H -28.4584 15.9353 19.7485 -0.1 0.0 0.3
H -15.6605 7.2444 23.8080 0.0 -0.2 -0.1
H -21.3073 18.2772 26.5897 0.3 0.0 -0.1
H -21.3994 11.9288 20.7424 -0.1 0.2 0.0
O -19.5458 18.7449 24.9298 1.1 0.6 -0.5
C -16.7880 9.0537 23.9567 1.0 -0.8 -0.1
H -19.1306 16.6337 23.1749 -0.2 0.5 0.0
H -26.9580 16.1760 17.1508 0.2 -0.4 0.2
H -17.2903 7.0979 24.4631 0.0 -0.4 0.0
H -20.9458 16.7096 23.4901 0.2 0.0 -0.5
O -21.1255 11.0750 20.4073 -0.1 -0.1 -0.2
H -16.2320 9.9538 22.0469 0.1 -0.4 0.0
O -22.3500 9.0604 16.6636 0.1 -0.1 -0.2
C -16.6921 7.5750 23.6868 0.3 -0.5 0.5
H -20.3168 19.1533 24.5294 -0.1 -0.1 -0.1
H -21.1993 16.5267 26.6192 -0.4 -0.1 0.0
H -26.3909 17.2020 18.4826 0.3 -0.4 0.3
C -27.6746 15.4527 19.1647 0.7 1.5 0.0
H -16.5376 9.2035 25.0069 0.6 0.1 0.2
O -18.1121 9.4236 23.8160 -1.6 0.8 -0.2
C -26.5908 15.0030 20.1198 0.4 -0.4 -0.1
H -19.8998 15.4718 24.1925 -0.2 -0.2 0.0
C -27.1931 16.5434 18.1497 -0.8 0.2 0.2
C -19.8170 17.3953 25.1973 -2.0 -0.1 -0.2
H -14.8488 9.6812 23.1976 -0.1 -0.5 -0.3
H -26.1958 15.8103 20.7365 -0.3 0.1 0.0
O -28.2101 14.3241 18.5377 0.0 -0.7 -0.4
H -17.1075 7.2560 22.7309 0.2 0.3 -0.1
H -18.5612 8.9189 24.4980 -0.5 0.1 -0.1
H -19.0898 17.0420 25.9284 0.5 0.0 -0.5
H -22.0044 17.3486 25.2516 -0.1 0.0 0.1


42
Properties=species:S:1:pos:R:3:forces:R:3 method="wB97M-V/def2-TZVPD" energy_ev=-20023.353 gap_ev=10.5 homo_ev=-10.269 e_above_lowest_kj_mol=117.0
H -2.5912 14.2347 -10.1264 -0.1 -0.4 1.1
H 4.4082 13.3151 -11.2572 0.1 0.0 -0.3
H 8.0000 12.6353 -16.2860 0.1 0.0 -0.3
O -2.1661 13.4582 -10.4977 -0.1 0.6 0.1
H -4.1774 13.6391 -12.4731 -0.2 -0.2 -0.2
H 1.4736 18.8724 -7.1019 0.1 0.4 -0.6
H 6.5733 15.2681 -16.9940 0.3 -0.4 -0.4
H 4.7220 19.1422 -9.3926 0.3 -0.5 -0.1
H 4.3412 17.8190 -7.3623 0.6 0.5 0.9
H 3.5902 17.7639 -9.6703 0.0 0.1 0.3
H 6.8748 16.2388 -15.6532 0.4 -0.1 0.6
H 7.3351 13.8979 -14.3023 -0.2 0.9 0.3
O 3.9796 19.8325 -6.9935 1.4 1.0 0.6
H 6.2898 12.5473 -16.7671 0.0 0.3 -0.2
C 7.1784 15.2863 -16.0876 0.0 -1.0 0.7
H -1.1855 13.5756 -12.2871 0.3 0.2 0.2
H 8.2488 15.2212 -16.2827 -0.1 0.4 -0.3
C 6.7790 14.0476 -15.2277 -0.5 0.1 -1.3
O 5.4057 14.1787 -14.9402 -0.7 0.1 1.3
H 3.0836 19.4834 -9.4259 -0.5 -0.2 -0.5
H 3.2829 20.4771 -7.1369 -0.1 -0.1 -0.1
H -1.6098 15.9088 -11.2612 0.3 0.1 -0.3
H -2.3243 15.7638 -12.9310 0.6 0.1 0.0
H 6.8466 11.8663 -15.2645 -0.2 0.2 0.3
O 4.3435 13.3423 -10.3025 0.1 -0.1 0.2
H -3.3093 15.7180 -11.5684 -0.3 -0.4 0.3
H 4.9151 14.3445 -15.7486 0.1 0.0 -0.2
C 6.9717 12.7174 -15.9339 0.7 -0.4 -0.4
H 2.0129 17.2890 -7.7073 -0.3 -0.1 0.2
H 2.3668 17.8747 -6.0528 0.2 -0.3 0.0
H 3.4754 10.0993 -7.0082 -0.2 0.0 0.0
C 3.7674 18.6901 -9.1237 -0.1 1.8 -0.1
H -3.2727 12.1044 -12.3204 0.0 0.1 0.0
H 3.5988 13.9181 -10.1288 -0.2 0.1 0.1
C -3.2225 13.1431 -12.6470 0.5 0.4 0.2
C 3.6778 18.6469 -7.6125 -2.1 -2.3 -0.4
H -2.9519 13.1684 -13.7026 -0.3 0.0 -0.1
H 4.6736 10.5036 -7.8406 0.1 0.2 -0.2
C 2.2923 18.1528 -7.1041 0.5 -0.3 -0.1
C -2.1361 13.8792 -11.8485 -0.5 -0.3 -0.9
C -2.3240 15.3956 -11.9051 -0.1 -0.1 -0.3
O 4.4324 10.0802 -7.0167 0.1 -0.1 0.2


57
Properties=species:S:1:pos:R:3:forces:R:3 method="wB97M-V/def2-TZVPD" multiplicity=2 energy_ev=-66610.386 gap_ev="4.0 / 8.6" homo_ev="-3.837 / -8.552" s2=0.75
H -4.8233 -1.5869 4.4383 -0.7 -0.5 0.0
H 1.3011 1.3645 -0.3031 -1.6 -0.9 1.6
O 0.3747 0.6467 1.1036 0.7 1.8 0.3
H 1.0150 -1.7438 -4.4498 -0.9 -0.1 0.2
H -0.2751 -0.5929 -0.3668 -0.1 -0.5 -0.3
H -4.0956 2.4533 -1.6291 -0.2 -0.1 -1.0
N 1.8882 1.8030 -0.9982 0.3 -0.1 -0.3
H 1.5254 1.6337 -1.9255 -0.3 1.0 -0.3
H -0.4802 -1.1502 1.3306 0.3 -1.0 -0.1
O -3.9328 0.5402 -2.5463 0.4 -0.7 -1.0
H 4.9104 0.0615 -2.3664 0.4 -0.5 -0.4
H 3.4159 -1.1680 -4.1450 -0.1 0.6 -0.4
O -5.1601 1.7210 4.0158 1.9 -1.7 -2.9
H -0.2698 0.5145 4.3351 -1.3 -1.0 0.0
C -3.0606 -1.1942 3.4932 -0.6 -0.1 -2.3
C 5.2457 -1.8763 -1.3688 -0.9 0.7 1.0
C -3.4075 1.6147 -1.7353 -0.5 -0.7 1.9
C 4.3961 -0.5667 -1.6391 -1.8 2.4 2.3
H 0.0583 1.3904 2.9170 0.4 -0.8 -1.8
H -0.4251 2.1807 4.2479 -0.4 0.6 0.7
C 1.2595 -1.1154 -3.5934 0.9 -1.3 -0.6
H 3.2608 -0.2042 1.0384 1.1 -0.2 -2.0
H -2.5361 -1.4951 2.5864 0.2 0.3 -0.2
H 1.0027 -0.0955 -3.8793 0.8 0.2 -0.1
O -1.8719 1.2239 -3.4072 0.0 -1.9 -2.6
S -2.7543 -0.2073 -3.4244 0.4 -1.0 0.7
O 4.1865 0.2859 -0.4716 0.0 -2.5 -2.3
H -2.5321 -1.6946 4.3046 -0.2 0.9 0.5
H 3.0150 -2.5321 -3.2609 -0.8 -0.4 0.3
N 3.0453 -0.0467 2.0124 1.0 -0.3 0.4
O -5.1995 -0.5162 2.7781 -0.7 1.7 -1.6
H -1.2062 1.5919 -1.5758 -0.4 -0.4 0.7
N 0.0821 1.3685 3.9265 -0.5 0.3 0.6
H 0.9960 1.3059 4.3519 1.7 0.7 0.1
O -3.2045 -0.6226 -4.7629 0.9 1.9 3.1
H 0.6835 -1.3021 -2.6870 -0.1 -0.5 -0.2
H 3.1549 -0.9223 2.5037 -0.6 -0.2 0.4
C 2.7471 -1.4787 -3.3423 -0.1 1.1 -0.3
F 5.8039 -2.3512 -2.4953 0.3 0.4 0.4
H 2.1713 2.6992 -0.6284 -0.3 0.6 -0.8
H -1.7808 2.9884 -2.3025 -0.5 0.1 -0.8
H 2.1148 0.3422 1.9572 -1.6 0.2 0.4
C -4.5344 -1.5991 3.3873 0.9 0.8 2.1
O -2.0791 -1.2581 -2.6264 -1.5 2.9 -1.5
S -4.5058 0.9853 2.9085 -0.8 -1.1 1.5
F 6.2281 -1.5616 -0.4247 -1.4 -1.1 -1.7
O 3.0248 -0.7850 -2.1668 1.9 0.2 1.9
H 3.7586 0.5799 2.3568 0.0 0.5 0.2
C -0.5111 -0.2955 0.6549 0.4 -1.0 0.3
H -4.7334 -2.5591 2.9109 -0.1 0.4 -0.2
H -1.5905 -0.1448 0.6690 -0.5 1.2 -0.1
H 2.7132 1.2204 -0.9959 2.1 -1.3 0.4
H -3.3469 1.2451 -0.7117 0.0 -0.2 0.0
C -2.0225 1.9292 -2.2145 1.3 0.0 0.6
O -3.1241 0.2559 3.5394 0.0 1.3 -0.2
O -4.3933 1.6356 1.5862 0.2 -2.0 3.2
F 4.4776 -2.9151 -0.9090 0.8 1.0 0.2


55
Properties=species:S:1:pos:R:3:forces:R:3 method="wB97M-V/def2-TZVPD" multiplicity=2 total_charge=+1 energy_ev=-39508.849 gap_ev="9.8 / 5.3" homo_ev="-11.704 / -11.310" s2=0.75
H -1.9493 18.7025 10.1856 0.1 -0.6 0.0
C 2.8554 16.2335 9.4570 -0.6 -0.4 1.4
C -1.0432 12.7005 13.7234 -0.1 1.3 1.0
N 2.2826 15.3394 8.7814 -3.7 -4.8 -3.6
H 0.0458 13.0654 12.2191 0.9 -0.4 -1.0
H 3.1183 15.5555 16.7128 -0.5 -0.3 0.1
N 3.7243 16.6537 14.7882 3.1 2.1 -1.5
N 0.2461 13.1625 13.2043 0.2 -0.2 -0.5
O -0.5753 16.6102 12.1410 0.7 -0.7 1.1
H -0.3920 11.7247 9.8303 1.3 -0.7 0.2
C -2.0353 13.6396 13.0622 -1.2 -0.3 0.7
N 3.7931 16.7587 8.7935 5.9 4.9 -2.6
H -1.0558 12.8356 14.8050 -0.1 0.0 0.1
H 1.5621 14.7294 9.1404 -0.4 -0.3 0.7
N 3.2069 12.4542 10.4503 -1.8 -0.1 -1.1
N 4.7941 12.1876 11.9327 2.6 -1.6 1.4
H -0.2417 10.6948 13.4859 0.2 -0.3 1.2
H 3.8407 17.1837 13.9364 0.7 0.0 0.3
H 1.6049 14.9057 16.1475 0.1 0.4 0.1
C 3.6641 12.7404 11.6509 0.2 1.4 -1.1
H 3.5811 11.7601 9.8192 -0.2 0.2 0.3
C 2.5387 16.1671 14.9226 -0.6 -0.5 -0.8
H 4.4490 16.5055 15.4759 -0.1 0.3 -0.5
H -2.0128 13.5028 11.9810 -0.2 0.0 -0.1
H 5.2238 12.6133 12.7415 0.6 -0.8 -0.2
H 2.4585 15.2508 7.7908 0.0 0.0 0.3
H 5.1166 11.4468 11.3266 0.7 0.2 0.8
H -1.4380 18.8713 11.7849 0.0 -0.4 0.0
O -2.2628 10.6832 14.3225 1.2 -0.1 -1.8
N 2.3687 15.5570 16.0360 -0.9 -2.6 4.4
H -1.2247 13.0161 9.4648 -0.4 0.8 -0.7
H -1.8923 14.6924 13.3056 0.7 -0.1 -0.1
H -1.2012 16.7272 9.0830 -0.2 0.0 0.2
O 3.2293 13.6277 12.3852 -1.5 0.8 0.9
Ag 1.2803 15.0394 12.1508 -0.2 -0.1 -0.1
O 1.6626 16.2284 14.0865 -1.8 0.3 -2.2
O 2.6029 16.5155 10.6040 -1.2 0.6 4.0
O 0.5999 13.6174 10.2061 0.5 0.1 0.7
H -3.8451 9.2648 14.1178 0.4 0.3 0.5
H 4.0788 16.5512 7.8472 -0.5 -0.3 0.3
H -1.3836 11.0488 12.3864 -0.9 0.2 -0.2
N -1.0872 16.2772 9.9799 -0.1 -0.6 -1.9
H 0.9583 12.5029 13.4829 0.7 0.2 -0.2
H -3.0348 13.4722 13.4634 -0.2 -0.5 -0.4
C -0.1752 12.7225 9.4489 -0.9 1.1 0.6
N -1.5832 18.2433 11.0073 -0.3 1.5 0.2
H 0.2238 12.7698 8.4356 -0.3 -0.7 -0.3
C -3.0598 9.7741 13.5593 -0.3 -0.1 -0.9
C -1.2012 11.2107 13.4487 -1.1 0.0 0.2
H -2.4874 9.0318 13.0030 0.5 -0.4 0.6
C -1.0367 17.0135 11.0857 -0.3 0.6 -0.1
H 2.3031 12.8874 10.3261 -0.9 -0.1 -0.9
H 4.2272 17.6065 9.1295 -0.1 -0.2 0.2
H -0.6523 15.3669 9.9308 0.2 -0.2 0.4
H -3.5571 10.2591 12.7194 -0.3 0.7 0.1